# C30H25BBrF4PS4SbSe2W

A structure of composition C30H25BBrF4PS4SbSe2W (the ωB97M-V functional and the def2-TZVPD basis, the Open Molecules 2025 dataset).

The value obtained for the LUMO energy (alpha / beta) is 0.06 / 0.06 eV. The value obtained for the largest force on an atom is 4.28 eV/Å. For the HOMO-LUMO gap (alpha / beta), the calculation gives 4.27 / 4.26 eV. Its highest occupied orbital energy (alpha / beta) is -4.2 / -4.2 eV. The total energy comes out at -11201.0795 a.u.

Structure (ORCA input):
```
! wB97M-V def2-TZVPD RIJCOSX def2/J DEFGRID3
* xyz -1 1
W 0.617 0.777 0.061
S 0.989 -1.535 -0.144
S 3.164 -2.777 -0.488
S 4.505 -1.646 0.493
S 3.697 0.000 1.229
Se 2.417 1.051 -1.666
P 0.685 2.187 -2.580
Se -0.916 2.644 0.540
C 1.593 3.401 -3.601
C 2.587 2.998 -4.485
C 3.174 3.926 -5.321
C 2.771 5.253 -5.281
C 1.812 5.660 -4.372
C 1.221 4.736 -3.526
C 0.170 1.116 -3.992
C 0.620 -0.175 -4.226
C 0.092 -0.907 -5.273
C -0.905 -0.371 -6.068
C -1.367 0.911 -5.821
C -0.833 1.656 -4.789
H 2.897 1.960 -4.493
H 3.951 3.615 -6.004
H 3.216 5.974 -5.952
H 1.522 6.699 -4.318
H 0.476 5.045 -2.806
H 1.374 -0.622 -3.589
H 0.461 -1.904 -5.450
H -1.334 -0.946 -6.875
H -2.157 1.326 -6.428
H -1.198 2.651 -4.575
C -4.450 -0.637 5.451
C -3.701 0.485 5.143
C -2.750 0.436 4.139
C -2.525 -0.744 3.448
C -3.305 -1.850 3.730
C -4.258 -1.803 4.730
Sb -1.090 -0.798 1.818
C -1.560 -2.838 1.238
C -1.080 -3.889 2.009
C -1.237 -5.194 1.576
C -1.898 -5.462 0.389
C -2.430 -4.420 -0.349
C -2.262 -3.109 0.071
C 0.587 -1.169 3.166
C 0.796 -0.247 4.188
C 1.944 -0.313 4.956
C 2.890 -1.296 4.719
C 2.691 -2.206 3.696
C 1.545 -2.145 2.920
H -5.194 -0.604 6.234
H -3.864 1.408 5.677
H -2.200 1.334 3.881
H -3.168 -2.750 3.152
H -4.854 -2.681 4.938
H -0.591 -3.687 2.952
H -0.833 -6.011 2.159
H -1.996 -6.481 0.043
H -2.967 -4.620 -1.266
H -2.672 -2.303 -0.525
H 0.084 0.556 4.355
H 2.118 0.432 5.718
H 3.793 -1.329 5.311
H 3.446 -2.946 3.467
H 1.429 -2.845 2.100
Br -1.447 0.032 -1.485
F 1.117 3.693 2.363
B 0.854 3.886 1.072
F 1.223 1.084 1.695
F 0.713 5.145 0.672
F 1.797 3.181 0.254
*
```

The Mulliken scheme yields these atomic charges, measured in e: 0.4427, -0.1764, -0.1311, 0.0471, -0.0322, -0.2873, -0.1446, -0.3949, 0.8711, -0.3403, -0.7283, -0.4154, -0.5123, -0.3860, 0.3076, 0.0183, -0.6976, -0.4222, -0.6274, -0.6028, 0.3162, 0.3743, 0.3644, 0.3860, 0.3679, 0.3519, 0.4101, 0.3687, 0.3790, 0.3893, -0.4724, -0.6435, -0.5681, 0.5019, -0.4177, -0.6317, 1.1435, 0.6919, -0.1080, -0.8797, -0.4955, -0.5775, -1.0204, 1.0829, -0.6318, -0.6273, -0.4922, -0.9703, -0.5010, 0.3607, 0.3992, 0.3795, 0.3388, 0.3955, 0.6346, 0.3805, 0.3828, 0.3853, 0.2712, 0.2176, 0.3883, 0.3582, 0.4360, 0.5508, -0.2975, -0.2923, 0.5585, -0.2003, -0.2697, -0.2563